Here is the ion C5H15N2 with charge +1 at a distorted geometry from OMol25. Energies are from ωB97M-V/def2-TZVPD.

Its energy above the lowest of the compared OMol25 structures with the same formula, charge and spin is 231.0 kJ/mol. For the largest force on an atom, the calculation gives 4.54 eV Å⁻¹. As for the SMILES: CC(C)[C@H]([NH3+])CN. The frontier orbital gap comes out at 0.393 Eh. The HOMO energy is -14.02 eV.

ORCA input file:
```
! wB97M-V def2-TZVPD RIJCOSX def2/J DEFGRID3
* xyz 1 1
N 1.670 -0.726 -0.402
N -0.031 -2.092 0.881
C -0.112 1.088 -0.570
C -1.040 0.335 -1.645
C -0.887 2.124 0.151
C 0.653 0.187 0.366
C -0.246 -0.720 1.331
H 0.759 1.629 -1.092
H -0.252 2.348 1.061
H 2.717 -0.352 -0.350
H 0.306 -2.635 1.732
H -0.239 -0.428 2.400
H -2.082 1.983 0.287
H -0.666 -0.543 -2.042
H -0.870 -2.392 0.369
H -1.348 -0.361 0.968
H 1.387 0.774 1.032
H -1.447 1.091 -2.296
H -1.064 2.886 -0.621
H 1.592 -1.745 -0.067
H -1.978 0.181 -1.097
H 1.501 -0.787 -1.440
*
```

natural (NBO) atomic charge list, values in e, 4 entries: atom 1 (N): -0.748, atom 2 (N): -0.901, atom 3 (C): -0.246, atom 4 (C): -0.631


Here is the molecule C26H29N3O5 at a distorted geometry from OMol25. Energies are from ωB97M-V/def2-TZVPD.

Its energy above the lowest of the compared OMol25 structures with the same formula, charge and spin is 238.4 kJ/mol. For the largest force on an atom, the calculation gives 1.56 eV Å⁻¹. As for the SMILES: CCN(CC)CCCN1C(=O)C(O)=C(C(=O)c2cc3cccc(OC)c3o2)[C@H]1c1ccncc1. The frontier orbital gap comes out at 0.280 Eh. The HOMO energy is -8.21 eV.

ORCA input file:
```
! wB97M-V def2-TZVPD RIJCOSX def2/J DEFGRID3
* xyz 0 1
O 2.609 -2.371 0.684
O 4.051 -0.134 0.182
O 5.783 -1.360 -2.023
O 0.040 -3.299 0.126
O 1.983 1.591 2.474
N -0.695 -1.190 0.744
N -0.675 3.308 -1.534
N -4.798 -0.249 0.204
C 1.401 -0.297 1.216
C 7.559 -0.325 -0.902
C -5.381 0.948 -0.373
C -5.651 -0.899 1.181
C 2.346 0.699 1.724
C -2.122 -1.371 0.639
C 4.849 1.157 1.847
C -0.075 0.041 1.181
C -2.667 -1.049 -0.753
C 1.552 -1.570 0.799
C 0.012 1.064 -1.119
C 5.951 0.761 1.044
C 8.108 0.454 0.114
C -6.985 -1.438 0.651
C -0.804 2.409 0.672
C 0.211 -2.151 0.496
C -0.308 1.193 0.229
C 5.394 -0.035 0.017
C 4.403 -1.627 -2.153
C -4.319 1.917 -0.885
C -4.198 -1.152 -0.764
C -0.196 2.150 -1.953
C -0.966 3.432 -0.252
C 6.197 -0.590 -0.986
C 7.323 1.009 1.097
C 3.738 0.584 1.292
H -7.517 -1.951 1.448
H 3.836 -0.708 -2.329
H 0.035 2.094 -3.009
H 4.010 -2.127 -1.265
H -2.365 -0.041 -1.031
H 9.174 0.620 0.117
H -2.613 -0.724 1.370
H -2.332 -2.417 0.879
H 8.192 -0.749 -1.664
H 4.865 1.772 2.723
H -4.785 2.862 -1.153
H -3.818 1.527 -1.766
H 4.312 -2.282 -3.018
H -5.851 -0.173 1.976
H -6.077 0.714 -1.198
H -2.252 -1.749 -1.479
H 7.740 1.616 1.884
H -3.577 2.101 -0.113
H -4.560 -0.939 -1.779
H -1.350 4.397 0.049
H -5.080 -1.721 1.620
H -0.431 0.322 2.179
H -5.951 1.446 0.416
H -1.047 2.561 1.712
H 0.410 0.137 -1.503
H -6.820 -2.141 -0.162
H 2.261 -3.246 0.420
H -7.611 -0.628 0.285
H -4.470 -2.184 -0.527
*
```

natural (NBO) atomic charge list, values in e, 4 entries: atom 1 (O): -0.634, atom 2 (O): -0.421, atom 3 (O): -0.483, atom 4 (O): -0.633


Here is a cluster of 2 separate species, C26H51B3BrIN2O8P in total at a distorted geometry from OMol25. Energies are from ωB97M-V/def2-TZVPD.

For the largest force on an atom, the calculation gives 2.07 eV Å⁻¹. The frontier orbital gap comes out at 0.291 Eh. The HOMO energy is -10.74 eV.

ORCA input file:
```
! wB97M-V def2-TZVPD RIJCOSX def2/J DEFGRID3
* xyz 1 1
I 1.896 -5.197 1.499
Br -2.254 1.100 2.362
P 0.326 -0.908 2.993
O -3.528 -2.890 -1.136
O 1.888 5.171 3.336
O -2.716 -1.564 -3.619
O 1.349 -1.256 -1.663
O -4.084 -0.008 -1.167
O 1.274 2.473 -0.474
O -0.058 4.181 3.701
O 1.766 2.919 3.339
N 0.943 -0.196 0.434
N -1.948 -0.250 -1.969
C 1.254 3.992 3.457
C 0.867 -1.502 1.267
C -0.290 5.572 3.962
C 2.286 -2.147 1.426
C -1.643 2.756 0.204
C -3.563 1.275 -3.094
C 0.907 6.218 3.279
C 2.931 -3.550 -0.795
C 0.243 -2.483 3.916
C -1.477 -1.896 0.068
C -2.462 -1.983 1.288
C 2.817 -3.416 0.716
C -1.486 -0.422 -0.547
C -3.283 0.297 -1.999
C 3.357 0.088 -0.735
C -0.943 1.599 0.985
C -1.572 -4.431 -1.185
C -0.554 -0.846 -4.054
C -0.001 2.076 -2.568
C -0.365 0.555 -0.046
C -0.989 4.147 0.299
C 1.272 2.396 -3.379
C -1.772 -1.002 -3.184
C 1.880 -0.158 3.644
C -0.587 -4.367 -2.365
C -0.131 -2.454 0.598
B 0.305 1.686 -1.082
B 1.896 -0.471 -0.735
B -2.221 -3.040 -0.821
H -1.768 4.899 0.436
H 3.579 -4.397 -1.028
H 0.712 6.446 2.231
H -0.052 -1.809 -4.162
H -3.310 2.282 -2.748
H 1.661 3.389 -3.153
H -4.630 1.245 -3.319
H 2.340 -2.434 2.479
H 1.614 0.778 4.141
H -1.823 2.466 -0.838
H -3.898 -1.993 -1.088
H -0.289 5.724 5.041
H 0.139 -0.085 -3.728
H 2.391 -0.807 4.361
H 3.068 -1.383 1.348
H -2.376 -5.134 -1.423
H -1.046 -4.854 -0.319
H 1.055 2.351 -4.449
H -0.417 4.422 -0.589
H -0.310 4.202 1.153
H -0.306 -2.251 4.834
H -0.325 -3.239 3.373
H 4.020 -0.736 -0.448
H -1.119 -4.294 -3.317
H -2.354 -0.026 -0.026
H 3.825 -3.523 1.122
H -1.250 5.868 3.551
H 3.398 -2.663 -1.235
H 1.451 0.483 1.008
H 1.216 -2.893 4.202
H 3.565 0.889 -0.019
H -2.647 2.852 0.613
H -0.380 -3.215 1.339
H 0.390 -2.990 -0.197
H -0.581 3.010 -2.495
H 1.285 7.102 3.782
H -0.937 -0.566 -5.039
H -2.999 1.054 -4.001
H 2.079 1.675 -3.200
H 1.976 -3.730 -1.288
H 0.034 -5.267 -2.403
H 1.859 -1.327 -2.483
H -0.122 1.992 1.589
H 2.604 0.083 2.859
H 0.091 -3.512 -2.284
H -3.353 -1.369 1.152
H -0.632 1.392 -3.120
H 3.684 0.414 -1.728
H -2.811 -3.018 1.402
H 2.151 2.139 -0.273
H -1.983 -1.711 2.230
*
```

Mulliken atomic charge list, values in e, 4 entries: atom 1 (I): 0.054, atom 2 (Br): 0.025, atom 3 (P): 0.270, atom 4 (O): -0.866


Q: Which of these has the highest HOMO?
A: C26H29N3O5


Q: Which of these has the highest HOMO?
A: C26H29N3O5


Q: What is the formula in the second record?
A: C26H29N3O5